Computed, not measured: one molecule with the formula C13H17NO3, with wB97M-V/def2-TZVPD.

## Properties
E_tot   -786.0564 Eh
Strongest force on any atom   0.72 eV Å⁻¹
SMILES string   CCCCNC(=O)[C@H]1COc2ccccc2O1
HOMO-LUMO gap   9.3970 eV
Lowest unoccupied orbital energy   0.83 eV

Each line ends with the Mulliken charge.
Positions of all 34 atoms, in Å:
C1 2.610 1.510 -1.278  -1.050
C2 2.943 1.537 0.212  -0.480
C3 3.191 0.144 0.806  -0.527
H1 3.583 -0.518 0.033  0.326
H2 3.940 0.211 1.596  0.352
C4 1.942 -0.491 1.423  -1.040
N1 0.880 -0.675 0.464  0.089
C5 0.545 -1.871 -0.040  0.350
O1 1.024 -2.929 0.310  -0.701
C6 -0.546 -1.835 -1.129  0.297
C7 -1.769 -2.614 -0.632  -0.683
H3 -2.497 -2.704 -1.450  0.319
O2 -2.364 -1.967 0.469  -0.486
C8 -2.509 -0.618 0.302  0.682
C9 -3.362 0.072 1.155  -0.667
C10 -3.546 1.433 1.008  -0.442
C11 -2.888 2.120 0.001  -0.540
C12 -2.022 1.449 -0.841  -0.558
C13 -1.820 0.083 -0.691  0.276
O3 -0.914 -0.532 -1.528  -0.479
H4 -1.487 1.962 -1.626  0.455
H5 -3.040 3.181 -0.125  0.389
H6 -4.212 1.957 1.676  0.380
H7 -3.871 -0.486 1.924  0.432
H8 -1.468 -3.605 -0.289  0.440
H9 -0.138 -2.324 -2.020  0.370
H10 0.464 0.158 0.078  0.131
H11 1.569 0.137 2.239  0.397
H12 2.185 -1.481 1.816  0.448
H13 3.841 2.144 0.344  0.346
H14 2.137 2.031 0.762  0.298
H15 3.441 1.087 -1.839  0.354
H16 1.726 0.914 -1.490  0.197
H17 2.434 2.520 -1.641  0.325

***

Computed, not measured: a 3-piece molecular cluster, C13H18Br2F9O6PS overall in a non-equilibrium geometry, with wB97M-V/def2-TZVPD.

## Properties
E_tot   -7743.6541 Eh
Strongest force on any atom   6.38 eV Å⁻¹
SMILES string   C[C@@H](Br)[C@H](Br)PCCC(F)(F)C(F)(F)S(F)(F)(F)(F)F.O=C1OCCO1.O=C1OCCO1
HOMO-LUMO gap   6.0100 eV
Lowest unoccupied orbital energy   -2.31 eV

Each line ends with the Mulliken charge.
Positions of all 50 atoms, in Å:
C1 -1.053 -5.634 -1.911  -1.167
C2 -1.158 -4.038 -2.399  -0.038
Br1 -2.760 -3.284 -1.473  -0.153
C3 0.234 -3.200 -2.190  -0.345
Br2 1.390 -4.186 -0.856  -0.144
P1 0.000 -1.340 -1.779  0.128
C4 1.640 -0.642 -1.108  -0.623
C5 1.451 0.566 0.033  -0.793
C6 0.704 0.011 1.415  0.749
F1 0.579 -1.491 1.433  -0.233
F2 1.766 0.242 2.477  -0.338
C7 -0.564 0.846 1.929  0.739
F3 -0.796 0.463 3.373  -0.298
F4 -0.145 2.297 2.001  -0.279
S1 -2.173 0.769 1.058  1.216
F5 -1.579 1.205 -0.479  -0.283
F6 -2.372 2.478 1.378  -0.352
F7 -2.945 0.509 2.606  -0.350
F8 -2.160 -0.905 0.760  -0.209
F9 -3.749 0.806 0.382  -0.286
H1 -2.012 -6.230 -2.299  0.321
H2 -0.129 -6.191 -2.377  0.339
H3 -1.106 -5.733 -0.723  0.352
H4 -1.397 -4.071 -3.566  0.307
H5 0.824 -3.276 -3.226  0.426
H6 -0.303 -0.586 -3.004  0.016
H7 2.400 -1.431 -0.696  0.471
H8 2.182 -0.098 -2.021  0.189
H9 0.947 1.533 -0.410  0.286
H10 2.574 0.895 0.273  0.374
C8 -0.997 3.580 6.126  -0.352
C9 -1.181 2.098 6.084  0.196
O1 -0.504 1.653 7.244  -0.317
C10 -0.472 2.705 8.113  0.640
O2 -0.114 2.627 9.276  -0.549
O3 -0.892 3.856 7.510  -0.323
H11 -1.842 4.117 5.687  0.299
H12 -0.074 3.901 5.631  0.294
H13 -2.234 1.805 6.155  0.194
H14 -0.747 1.650 5.186  -0.083
C11 1.170 1.816 -5.751  -0.302
C12 2.640 1.634 -5.954  -0.338
O4 2.960 0.571 -5.077  -0.293
C13 1.810 -0.136 -4.872  0.590
O5 1.756 -1.214 -4.305  -0.499
O6 0.730 0.521 -5.387  -0.288
H15 0.664 2.157 -6.658  0.281
H16 0.943 2.509 -4.934  0.255
H17 2.887 1.335 -6.978  0.277
H18 3.209 2.533 -5.699  0.294

***

Computed, not measured: C13H18BrFNbO3 as an isolated structure in a non-equilibrium geometry, with wB97M-V/def2-TZVPD.

## Properties
E_tot   -3462.2773 Eh
Strongest force on any atom   8.78 eV Å⁻¹
Total charge   -1
HOMO-LUMO gap   6.9439 eV
Lowest unoccupied orbital energy   1.56 eV

Each line ends with the Mulliken charge.
Positions of all 37 atoms, in Å:
O1 0.745 4.598 -1.270  -0.579
C1 0.940 3.289 -1.006  0.208
C2 0.959 2.121 -2.202  -0.393
Nb1 -0.390 0.380 -1.475  0.148
F1 -1.466 1.825 -0.355  -0.696
Br1 -1.904 0.810 -3.594  -0.398
C3 0.792 -1.184 -2.646  -0.404
C4 2.414 -0.946 -2.679  -0.230
O2 3.115 -2.237 -2.603  -0.312
C5 3.517 -2.396 -1.197  0.197
O3 3.016 -3.410 -0.466  -0.499
C6 -1.708 -1.332 -0.703  -0.913
C7 -2.714 -0.916 0.523  -0.313
C8 -1.971 -0.367 1.877  0.502
C9 -2.865 0.543 2.956  -0.531
C10 -2.106 1.145 4.306  -0.295
C11 -0.507 0.880 4.661  -0.372
C12 0.381 -0.052 3.598  -0.440
C13 -0.401 -0.622 2.275  -0.260
H1 1.157 2.958 0.118  0.210
H2 0.594 2.578 -3.229  0.301
H3 2.104 1.798 -2.278  0.146
H4 0.824 0.176 -0.102  0.154
H5 0.310 -1.354 -3.724  0.268
H6 0.618 -2.219 -2.078  0.274
H7 2.673 -0.423 -3.708  0.268
H8 2.781 -0.278 -1.773  0.152
H9 4.317 -1.665 -0.696  0.322
H10 -2.397 -1.642 -1.626  0.355
H11 -1.053 -2.304 -0.480  0.298
H12 -3.293 -1.913 0.828  0.335
H13 -3.532 -0.159 0.101  0.234
H14 -4.014 0.770 2.732  0.223
H15 -2.761 1.787 5.051  0.239
H16 0.047 1.299 5.608  0.259
H17 1.529 -0.281 3.751  0.277
H18 0.248 -1.255 1.505  0.264

***

Computed, not measured: C13H18Cl5I2OP2Pd as an isolated structure in a non-equilibrium geometry, with wB97M-V/def2-TZVPD.

## Properties
E_tot   -4287.1941 Eh
Strongest force on any atom   2.94 eV Å⁻¹
Total charge   +3
Multiplicity   5
HOMO-LUMO gap (alpha / beta)   8.1636 / 3.1629 eV
Lowest unoccupied orbital energy (alpha / beta)   -9.29 / -14.20 eV

Each line ends with the Mulliken charge.
Positions of all 42 atoms, in Å:
I1 -0.348 -2.300 -5.859  0.946
I2 -0.138 2.100 -2.240  0.218
Pd1 -0.014 -0.043 -0.539  -0.719
P1 -2.357 0.036 -0.810  0.897
C1 -3.065 -0.054 -2.479  -1.068
C2 -3.092 -1.380 0.072  -1.235
H1 -4.197 -1.320 -0.025  0.458
H2 -4.185 1.437 -0.142  0.457
H3 -2.816 -1.330 1.133  0.320
H4 -2.818 1.554 0.998  0.327
H5 -2.755 -0.990 -2.976  0.289
H6 -2.713 -2.313 -0.346  0.334
C3 -3.095 1.508 -0.064  -1.128
H7 -4.166 -0.024 -2.394  0.453
H8 -2.734 2.415 -0.550  0.320
H9 -2.707 0.796 -3.082  0.369
P2 2.356 0.025 -0.786  1.066
C4 3.097 -0.052 -2.446  -1.152
C5 3.096 1.493 -0.040  -1.181
H10 2.799 -1.351 1.146  0.315
H11 4.183 -1.345 -0.010  0.452
H12 2.693 -2.329 -0.337  0.331
C6 3.078 -1.401 0.086  -1.250
H13 2.817 1.538 1.020  0.336
H14 4.186 1.415 -0.120  0.451
H15 4.198 -0.019 -2.343  0.463
H16 2.748 0.800 -3.050  0.382
H17 2.740 2.401 -0.530  0.332
H18 2.805 -0.990 -2.952  0.323
C7 0.137 -0.229 -2.484  0.113
O1 0.307 -0.879 -3.432  -0.184
Cl1 -0.011 -2.617 1.350  -0.044
C8 -0.008 -1.103 2.237  1.166
C9 -0.007 0.101 1.570  -1.681
C10 -0.001 1.293 2.264  1.060
Cl2 0.005 2.823 1.475  0.003
C11 0.000 1.296 3.675  0.169
Cl3 0.006 2.766 4.504  -0.102
C12 -0.003 0.069 4.364  0.222
Cl4 -0.004 0.027 6.080  0.005
C13 -0.007 -1.159 3.647  0.187
Cl5 -0.011 -2.666 4.417  -0.020